Density functional theory data (wB97M-V/def2-TZVPD) for C5H8O2 as an isolated structure.

Atoms and positions in Å:
O 1.681 0.706 1.540
O -0.395 1.062 0.722
C 0.387 0.580 1.720
C 1.038 -0.538 -0.573
C -1.267 0.467 -1.458
C 0.074 -1.218 0.153
C -0.268 0.126 -0.394
H 0.023 0.699 2.738
H 1.670 -0.786 -1.414
H 0.144 -0.768 1.435
H -0.337 -2.222 0.146
H 1.805 0.226 0.577
H -2.269 0.566 -1.029
H -1.280 -0.314 -2.224
H -1.005 1.414 -1.939

Properties
Charge: 0
Kohn-Sham gap: 9.33 eV
Highest occupied orbital energy: -0.3235 Eh

Density functional theory data (wB97M-V/def2-TZVPD) for a 2-piece molecular cluster, C2O2S2 overall in a non-equilibrium geometry.

Atoms and positions in Å:
S -1.383 1.267 0.219
S 1.584 -0.552 -0.665
O 1.513 0.215 1.853
O -1.735 -0.780 -1.447
C -1.442 0.059 -0.747
C 1.462 -0.209 0.788

Properties
Charge: 0
Kohn-Sham gap: 10.94 eV
Highest occupied orbital energy: -0.3855 Eh

Density functional theory data (wB97M-V/def2-TZVPD) for a 4-piece molecular cluster, C16H40O8 overall in a non-equilibrium geometry.

Atoms and positions in Å:
O 2.136 -10.565 0.505
O -8.022 7.810 2.516
O 7.019 7.710 -0.201
O -2.390 -2.120 0.231
O -5.629 5.811 1.645
O 0.165 -2.367 -2.389
O 5.296 5.242 -0.004
O 0.645 -9.731 -2.845
C 5.887 7.567 0.760
C 4.731 6.532 0.418
C 1.986 -10.868 -0.898
C 0.832 -10.883 -3.667
C 3.198 -11.262 1.153
C 6.719 7.584 -1.556
C -5.866 7.156 1.194
C 4.269 4.263 0.033
C 1.078 -3.383 -2.006
C -4.297 5.318 1.636
C -7.463 8.640 3.565
C 0.671 -10.206 -1.478
C -7.339 7.633 1.311
C -1.136 -2.689 -0.218
C -2.588 -2.326 1.611
C -1.154 -2.438 -1.823
H -7.346 9.652 3.176
H -0.177 -10.881 -1.367
H -2.515 -3.381 1.874
H 5.801 8.159 -1.679
H 1.617 -3.659 -2.912
H -7.985 7.055 0.650
H -1.746 -3.227 -2.287
H 4.553 3.241 -0.220
H -5.431 7.284 0.203
H 3.114 -11.415 2.229
H -7.198 8.517 0.690
H -0.241 -2.252 0.227
H 4.128 -10.709 1.014
H 3.697 4.590 -0.835
H 3.629 4.265 0.915
H 1.758 -11.449 -3.765
H -0.998 -3.762 -0.087
H 1.932 -11.903 -1.236
H 0.060 -11.622 -3.452
H 7.411 8.232 -2.093
H -4.075 4.279 1.880
H 0.388 -9.374 -0.834
H 4.113 6.583 1.314
H -6.494 8.215 3.826
H -3.905 5.734 2.564
H 0.550 -4.307 -1.773
H -1.799 -1.777 2.124
H -8.205 8.764 4.354
H 6.792 6.624 -2.066
H -3.839 5.572 0.680
H 6.228 7.221 1.735
H 2.826 -10.375 -1.388
H 0.519 -10.527 -4.649
H -1.782 -1.618 -2.171
H 1.781 -3.270 -1.180
H 3.268 -12.275 0.758
H 4.118 6.829 -0.433
H -3.551 -1.895 1.885
H -5.339 7.845 1.854
H 5.590 8.592 0.981

Properties
Charge: 0
Kohn-Sham gap: 10.28 eV
Highest occupied orbital energy: -0.3516 Eh

Density functional theory data (wB97M-V/def2-TZVPD) for C35H33GeIN4O5Pb as an isolated structure.

Atoms and positions in Å:
Pb 0.245 0.116 0.228
I 3.458 0.753 -1.158
Ge -2.832 1.355 -1.714
O 0.673 -2.318 -0.234
O -2.064 -0.985 3.785
O -4.038 -1.113 -0.461
O -2.302 0.268 -0.289
O 1.825 -2.453 4.714
N 0.210 1.344 2.427
N -1.163 -0.933 1.677
N 2.296 -0.713 1.511
N -0.020 -5.333 1.481
C 1.828 3.569 -4.099
C 0.853 2.623 -4.478
C -1.336 3.190 -0.201
C -4.522 2.180 -1.260
C 0.673 4.411 -0.676
C 0.042 -4.446 0.518
C 0.750 -3.168 0.676
C 2.030 -3.779 4.239
C -1.234 -0.600 2.981
C 3.213 0.315 1.855
C -0.165 2.295 -3.630
C -1.996 -0.931 -3.306
C -2.312 -1.615 1.138
C -2.759 -1.430 -5.526
C -1.966 -1.739 -4.430
C 4.571 2.203 1.231
C -0.125 0.341 3.455
C -0.272 2.890 -2.347
C -0.333 4.101 0.192
C 1.504 -2.977 1.895
C 1.764 4.150 -2.867
C 0.593 -5.065 2.631
C 3.755 1.141 0.873
C 2.418 -1.849 2.079
C -3.009 -0.803 0.064
C 4.845 2.450 2.567
C -0.632 -4.717 -0.776
C -3.587 -0.320 -5.491
C 0.725 3.821 -1.961
C -2.820 0.193 -3.260
C 3.505 0.563 3.195
C -1.324 2.581 -1.435
C 1.388 -3.933 2.883
C -3.618 0.487 -4.362
C 4.318 1.627 3.549
H -4.535 2.388 -0.192
H -4.651 3.115 -1.801
H 4.532 1.814 4.591
H -4.212 -0.083 -6.340
H 1.437 5.126 -0.401
H 2.618 3.831 -4.785
H -1.465 -4.026 -0.921
H -0.447 0.792 4.395
H 0.463 -5.806 3.410
H -0.547 2.015 2.319
H -0.908 1.573 -3.945
H 0.908 2.160 -5.453
H -2.052 -2.569 0.669
H -5.336 1.498 -1.493
H 3.066 -0.071 3.954
H -1.327 -2.612 -4.453
H -2.735 -2.059 -6.404
H 0.053 -4.550 -1.608
H -4.277 1.346 -4.346
H -0.380 4.566 1.168
H 2.505 4.878 -2.562
H 3.258 -2.026 2.752
H 0.767 -0.255 3.652
H 1.038 1.869 2.695
H 4.998 2.830 0.464
H -3.030 -1.840 1.934
H -1.373 -1.190 -2.456
H -1.005 -5.736 -0.785
H 5.474 3.285 2.836
H 1.544 -2.483 5.634
H 1.598 -4.515 4.919
H 3.106 -3.988 4.175
H -2.136 2.975 0.499

Properties
Charge: +1
Kohn-Sham gap (alpha / beta): 7.39 / 5.18 eV
Highest occupied orbital energy (alpha / beta): -0.3957 / -0.3957 Eh
Multiplicity: 2

The records above yield relative energy (zero: lowest compared OMol25 entry of this formula, charge and spin) values of 4.825; 0.321; 7.372; 0.000 eV, respectively.